# 1
13
Properties=species:S:1:pos:R:3 method="wB97M-V/def2-TZVPD" orbital_gap_ha=0.287 charge=0 e_tot_ha=-282.68542
N 0.9405 1.4631 0.0029
C 0.6183 0.2476 -0.7697
C 0.0361 -0.7550 0.1647
N -1.0543 -0.0550 0.9765
C -0.4459 -1.9835 -0.3251
N -0.8408 -3.0151 -0.7030
H 1.7498 1.2853 0.5937
H 1.1839 2.2259 -0.6218
H 1.4795 -0.2101 -1.2701
H -0.0975 0.5599 -1.5467
H -0.7365 -0.5497 1.7941
H -0.7845 0.9493 1.0062
H -2.0486 -0.1628 0.6983



# 2
73
Properties=species:S:1:pos:R:3 method="wB97M-V/def2-TZVPD" orbital_gap_ha="0.306 / 0.226" multiplicity=5 charge=+3 e_tot_ha=-3761.48259 s_squared=6.0537
Co 0.7708 -1.1169 -0.7344
P 1.3532 -2.0673 1.1232
P 1.6926 0.7710 0.1080
P 2.2156 -1.5930 -2.2545
H -1.9961 -1.4639 -2.8738
C -1.1476 -2.1119 -2.5830
C -0.8412 -2.6445 -1.3204
H -1.5955 -2.6971 -0.4826
C 0.2867 -1.7825 2.5952
C 3.0629 -1.9108 1.8626
C 1.1261 -3.8654 0.8516
C 1.2420 2.3388 -0.7857
C 1.3718 1.4494 1.8717
C 3.5416 0.9735 0.1838
C 1.6172 -2.9054 -3.3627
C 3.8906 -2.2086 -1.6081
C 2.7727 -0.1145 -3.2612
H -0.8503 -2.6241 -3.4615
H -0.0139 -3.4171 -1.2767
H -0.7433 -2.0602 2.3201
H 0.2892 -0.7203 2.8868
H 0.6454 -2.4135 3.4279
H 3.1970 -0.9108 2.3154
H 3.8477 -2.0637 1.1075
H 3.1863 -2.6690 2.6501
H 0.0386 -4.0143 0.6941
H 1.4768 -4.4107 1.7421
H 1.6733 -4.1903 -0.0492
H 1.8371 3.2290 -0.4865
H 0.1853 2.5690 -0.5873
H 1.3676 2.2103 -1.8715
H 1.9010 2.4254 2.0339
H 1.7367 0.7134 2.6194
H 0.2766 1.6038 1.9720
H 3.8792 1.9761 0.4789
H 4.0378 0.7622 -0.7642
H 4.0033 0.3086 0.9114
H 2.2053 -3.2901 -4.1819
H 0.7230 -2.5291 -3.8405
H 1.3178 -3.7670 -2.7316
H 4.6610 -2.5127 -2.3608
H 3.7569 -3.1294 -1.0075
H 4.3860 -1.4788 -0.9572
H 3.3134 -0.2691 -4.2168
H 3.4334 0.5349 -2.6954
H 1.9056 0.4896 -3.5482
C -3.1789 -0.4061 -0.2506
C -1.9292 -0.0079 -0.8269
C -1.8526 0.7797 -2.0021
C -3.0188 0.9125 -2.7534
C -4.2500 0.4247 -2.2658
C -4.3260 -0.2609 -1.0723
S -3.6043 -1.1965 1.3254
H -4.7696 -1.7250 0.9133
H -0.9577 -0.2447 -0.3545
H -0.8936 1.2451 -2.3924
H -3.0088 1.3985 -3.7165
H -5.1829 0.6605 -2.8142
H -5.2860 -0.6479 -0.8042
N -3.6257 2.1423 1.2305
C -2.9021 2.9846 2.0276
C -2.6933 4.3432 1.6794
C -2.0468 5.2078 2.5503
C -1.5970 4.7331 3.7766
C -1.7827 3.3998 4.1553
C -2.4425 2.5311 3.2851
H -3.7743 1.1395 1.4965
H -3.8379 2.3676 0.2576
H -3.0780 4.6940 0.7234
H -1.9149 6.2241 2.2070
H -1.1014 5.3795 4.4847
H -1.4110 3.0445 5.1168
H -2.5711 1.4736 3.5709



# 3
65
Properties=species:S:1:pos:R:3 method="wB97M-V/def2-TZVPD" orbital_gap_ha="0.261 / 0.235" multiplicity=2 charge=+2 e_tot_ha=-2814.65558 s_squared=0.7609
Re 1.6583 1.2614 -0.6484
C -1.1919 -5.3167 0.6346
C -0.9296 -3.8845 0.2990
C -1.5758 -2.8429 1.1010
C -1.2679 -1.5432 0.9932
C -0.2040 -1.0750 0.1215
N 0.2819 0.1185 0.2688
C -0.2131 0.9800 1.3311
C 0.0172 0.6044 2.6468
C -0.4317 1.4059 3.6795
C -1.1235 2.5845 3.4151
C -1.6146 3.4646 4.5251
C -1.3073 2.9614 2.0850
C -0.8303 2.2004 1.0239
C -0.9179 2.6987 -0.4220
O 0.2285 2.3336 -1.1843
C -2.1572 2.1154 -1.1404
F -2.2080 2.4645 -2.4191
F -2.0817 0.7579 -1.1036
F -3.2799 2.4667 -0.5388
C -0.8991 4.2584 -0.5272
F 0.1343 4.7146 0.1860
F -0.7326 4.6249 -1.7904
F -2.0199 4.8112 -0.0743
C 0.1677 -2.0518 -1.0313
C -0.1728 -3.4915 -0.7219
C 2.6555 -1.4889 -1.3329
O 2.5837 -0.1221 -1.5246
C 3.5710 -2.0186 -2.4901
F 4.8022 -1.5663 -2.3237
F 3.0799 -1.5477 -3.6421
F 3.5756 -3.3391 -2.5413
C 3.2407 -1.8500 0.0658
F 4.2558 -1.0561 0.3645
F 3.6187 -3.1125 0.1089
F 2.2844 -1.6715 1.0073
H -2.2624 -5.5278 0.5955
H -0.8594 -5.5312 1.6519
H -0.6765 -5.9890 -0.0468
H -2.3446 -3.1433 1.8040
H -1.7757 -0.8126 1.6027
H 0.5425 -0.3204 2.8525
H -0.2490 1.1067 4.7037
H -1.7515 2.9017 5.4460
H -2.5576 3.9416 4.2628
H -0.8897 4.2565 4.7246
H -1.8225 3.8902 1.8914
H 0.3110 -4.1910 -1.3923
N 2.7387 1.9049 0.7452
C 3.2509 2.2835 1.7728
N 3.7205 2.5868 2.8430
C 4.5977 3.4947 3.2696
N 5.3631 4.2444 3.6857
O 1.4523 -2.1530 -1.5709
N -0.7114 -1.5739 -2.2107
C -2.0085 -1.9334 -2.2532
C -2.8268 -1.4995 -3.2686
C -2.3048 -0.6763 -4.2563
C -0.9640 -0.3202 -4.2005
C -0.1843 -0.7869 -3.1687
H -2.3559 -2.5798 -1.4632
H -3.8607 -1.8125 -3.2808
H -2.9317 -0.3254 -5.0653
H -0.5103 0.3015 -4.9589
H 0.8738 -0.5848 -3.1155



# 4
15
Properties=species:S:1:pos:R:3 method="wB97M-V/def2-TZVPD" orbital_gap_ha=0.332 charge=0 e_tot_ha=-429.19418
C 0.2470 -1.7365 0.5759
C -0.8509 0.9409 -0.9037
H 1.5644 0.1982 1.5993
H 2.5477 -1.1226 2.4034
H 0.1593 -2.1324 -0.7400
H -1.7348 -0.7929 0.6230
H -0.0832 2.8705 -0.7482
H -0.5666 2.4711 -2.2790
H -1.5362 -0.1135 -2.5599
N 1.5563 -0.8965 2.1482
N 1.3836 -1.7736 1.0642
N -0.6647 -0.7316 1.0353
N -0.7250 2.2476 -1.2135
N -1.0935 -0.1288 -1.5668
O -0.2032 0.7001 0.5617



# 5
83
Properties=species:S:1:pos:R:3 method="wB97M-V/def2-TZVPD" orbital_gap_ha="0.221 / 0.219" multiplicity=2 charge=0 e_tot_ha=-3335.26272 s_squared=0.7581
Ti 0.8231 -0.2213 1.3118
C -1.3722 1.2866 -4.7264
N -0.3056 1.2369 -3.7260
C 0.3169 2.5266 -3.4200
C -0.5555 3.4809 -2.5339
N 0.2460 3.9445 -1.3809
C 1.3345 4.8425 -1.7462
C -0.3206 4.1310 -0.0775
C -1.2929 5.1553 0.0473
C -1.7531 5.5193 1.2931
C -1.2370 4.9493 2.4583
C -0.1877 4.0723 2.3490
C 0.2623 3.5223 1.1264
S 1.6365 2.4316 1.3410
C 0.2624 0.0133 -3.4876
C 0.1185 -0.9647 -4.4798
C 0.8506 -2.1158 -4.5194
C 1.8477 -2.3334 -3.5717
C 2.0116 -1.4151 -2.5316
C 1.2012 -0.3079 -2.4001
S 1.3478 0.6667 -0.9858
H -2.1458 0.5298 -4.4503
H -1.8362 2.3027 -4.6920
H -1.0241 1.1216 -5.7676
H 0.5566 3.0239 -4.4127
H 1.2257 2.2362 -2.9183
H -1.4597 2.9487 -2.1788
H -0.8132 4.3657 -3.1227
H 1.0054 5.7140 -2.3661
H 2.1648 4.3412 -2.2936
H 1.7542 5.2593 -0.8398
H -1.6223 5.6322 -0.8989
H -2.5508 6.2680 1.3808
H -1.7267 5.1190 3.4341
H 0.3506 3.6900 3.2397
H -0.6272 -0.8228 -5.2582
H 0.7024 -2.8899 -5.2869
H 2.4166 -3.2557 -3.5605
H 2.7489 -1.6025 -1.7452
O 1.7513 -0.5454 3.0277
C 1.0549 -1.0835 4.2233
C -0.0501 -0.1897 4.7299
C -0.5797 0.9370 3.8628
C -1.5516 0.5583 2.8119
C -2.8814 0.3841 3.0850
C -3.8084 0.1406 2.0660
C -3.4015 0.2977 0.7324
C -2.0371 0.3847 0.4983
N -1.1325 0.4331 1.5045
H 2.5468 -0.0127 3.2387
H 1.8423 -1.3540 4.9349
H 0.6807 -2.0199 3.8193
H 0.1891 0.1167 5.7694
H -0.9252 -0.8667 4.8607
H 0.2367 1.4289 3.3577
H -1.1064 1.6584 4.5464
H -3.1638 0.2577 4.1115
H -4.8346 -0.1266 2.3146
H -4.1000 0.2820 -0.0905
H -1.5987 0.2857 -0.4616
C -2.4060 -3.9695 -1.1706
C -2.6733 -3.6274 0.1539
C -1.6430 -3.0518 0.9239
C -0.3757 -2.8614 0.3668
C -0.1036 -3.4393 -0.8935
C -1.1368 -3.8637 -1.7171
N 0.6837 -2.2262 1.0253
C 1.8703 -2.9701 1.3125
C 3.1320 -2.4836 0.9084
C 4.1516 -3.3870 0.6438
C 4.0342 -4.7135 0.9570
C 2.8948 -5.1609 1.5839
C 1.8292 -4.3073 1.7912
H -3.2064 -4.3697 -1.7739
H -3.6552 -3.7659 0.6008
H -1.8645 -2.6380 1.9002
H 0.9481 -3.5973 -1.2368
H -0.9483 -4.1956 -2.7037
H 3.2984 -1.3919 0.7865
H 5.0716 -3.0780 0.1638
H 4.8947 -5.3726 0.7664
H 2.8468 -6.2257 1.8617
H 0.8726 -4.6724 2.2038



# 6
51
Properties=species:S:1:pos:R:3 method="wB97M-V/def2-TZVPD" orbital_gap_ha=0.247 charge=-1 e_tot_ha=-1897.12372
Cd -12.8905 2.7429 3.7265
C -15.5461 1.6612 2.1031
C -16.0204 2.5153 3.2652
N -15.3013 2.4727 4.5157
C -15.5725 1.3009 5.3733
C -14.9185 0.0722 4.8808
S -13.0522 0.2521 4.6901
C -12.7769 -0.2922 2.9267
C -13.5933 0.2489 1.6826
N -14.0865 1.5635 1.8460
H -15.9938 2.0355 1.1737
H -15.9066 0.6602 2.3149
H -17.0884 2.2168 3.5557
H -16.0806 3.5515 2.9085
H -15.4572 3.3833 4.9383
H -16.6158 1.1181 5.4867
H -15.2596 1.5087 6.3841
H -15.2878 -0.3555 3.9497
H -14.9341 -0.7411 5.5890
H -13.0070 -1.3401 2.9499
H -11.6949 -0.2179 2.7079
H -14.3001 -0.5124 1.3139
H -12.8464 0.3478 0.8095
H -13.9381 2.1716 0.9749
N -11.1952 4.3589 3.7863
C -10.6170 4.3953 2.4145
C -10.6987 3.0149 1.7307
O -10.5566 2.9611 0.4845
O -10.9389 2.0128 2.5023
H -11.4895 5.3318 3.9688
H -10.5505 4.0480 4.4989
H -9.5011 4.6633 2.3799
H -11.1372 5.1203 1.7676
O -15.6480 10.1659 4.5419
C -15.9761 9.3444 5.4614
O -16.7304 9.4672 6.4954
C -15.3225 8.0093 5.3096
C -15.4744 7.0248 6.2896
C -15.2407 5.7025 6.0241
N -14.6986 5.2857 4.8531
C -14.3098 6.1837 3.9657
C -14.6427 7.5526 4.1529
C -13.7020 5.7428 2.6067
O -13.0816 6.4546 1.7716
O -13.8936 4.4769 2.5481
H -15.8263 7.2572 7.2774
H -15.4797 5.0152 6.8934
H -14.3780 8.2309 3.4043
O -13.4749 3.8173 -0.5667
H -12.5733 3.6131 -0.1938
H -13.7510 4.4936 0.0564